4 unconnected molecules or ions with the total composition C3H15NO3 in a non-equilibrium geometry, computed with ωB97M-V/def2-TZVPD.

The geometry in XYZ format:
```
22
Properties=species:S:1:pos:R:3:forces:R:3:mulliken_charge:R:1
C 0.0423 1.7797 -0.8821 -3.20 -0.05 -1.52 -0.61
C 1.5390 1.7605 -1.1323 0.46 0.83 0.24 -0.41
C 2.2985 0.6139 -0.4639 -0.19 -0.49 -0.71 -0.97
N -0.4790 0.3887 -0.7393 1.39 -0.57 -0.45 -0.49
H -0.5538 2.2005 -1.7336 1.10 0.06 -0.05 0.33
H -0.3815 2.4592 -0.1396 0.79 -0.47 0.92 0.40
H 1.9521 2.7380 -0.8467 -0.13 -0.18 0.20 0.33
H 1.7476 1.7280 -2.2075 -0.22 -0.21 0.04 0.29
H 1.9912 0.3583 0.5442 0.12 0.44 0.28 0.23
H 3.3799 0.7482 -0.5468 -0.15 0.12 0.20 0.36
H 2.0517 -0.2826 -1.0337 0.19 -0.19 0.05 0.26
H -0.2156 -0.0919 -1.5954 0.38 -0.20 0.33 0.20
H -1.4197 0.0534 -0.5967 -0.21 1.80 0.35 0.06
H 0.8256 -2.9429 0.7476 -0.16 -0.02 -0.17 0.30
H -0.1936 -1.8687 1.0578 0.26 0.22 -0.11 0.29
O 0.0127 -2.5554 0.3997 -0.01 -0.24 0.23 -0.63
H -0.8098 0.0042 2.5522 -0.17 0.12 0.14 0.27
H -0.2251 0.2581 1.1200 0.25 -0.97 0.78 0.38
O -0.0773 -0.2352 1.9836 -0.05 0.56 -0.75 -0.68
H -2.4509 -1.7287 1.0280 0.32 -0.44 0.00 0.31
H -2.4367 -1.1224 -0.3797 0.01 -0.79 -0.37 0.40
O -2.8319 -1.0464 0.4811 -0.79 0.66 0.39 -0.62
```
Forces are in eV/Å.

- Lowest unoccupied orbital energy: 0.687 eV
- Kohn-Sham gap: 10.0530 eV
- Spin multiplicity: 1
- SMILES: CCCN.O.O.O
- Calculated total energy: -403.73872 a.u.

=====

H8Si4 in the gas phase in a non-equilibrium geometry, computed with ωB97M-V/def2-TZVPD.

The geometry in XYZ format:
```
12
Properties=species:S:1:pos:R:3:forces:R:3:mulliken_charge:R:1
Si 1.8815 0.2429 -0.5036 -0.53 -1.64 -1.43 0.12
Si -0.0301 0.2700 0.7207 -1.94 -0.13 1.85 0.15
Si 4.1642 0.4557 -0.1397 1.15 -0.05 1.72 0.07
Si -2.1842 -0.4775 -0.1662 1.33 -0.23 0.59 0.39
H 1.6217 -1.3950 -0.6394 0.83 1.74 -0.35 -0.05
H 1.8709 0.9797 -1.9042 -0.37 -0.82 1.13 -0.06
H 0.0143 -0.7890 1.8777 0.48 0.92 -0.82 -0.07
H -0.2325 1.6277 1.3155 -0.01 -0.22 0.13 -0.13
H 4.4520 0.4387 1.5096 -0.70 -0.02 -1.67 -0.06
H -1.6262 -1.1081 -1.3319 -0.18 -0.61 -0.90 -0.14
H -3.1769 0.4652 -0.4779 -0.65 1.62 -0.73 -0.14
H -3.1332 -1.3485 0.5472 0.58 -0.58 0.51 -0.11
```
Forces are in eV/Å.

- Lowest unoccupied orbital energy: -1.704 eV
- Kohn-Sham gap: 6.8701 eV
- Spin multiplicity: 1
- Calculated total energy: -1162.56627 a.u.

=====

2 unconnected molecules or ions with the total composition C2H7N2S in a non-equilibrium geometry, computed with ωB97M-V/def2-TZVPD.

The geometry in XYZ format:
```
12
Properties=species:S:1:pos:R:3:forces:R:3:mulliken_charge:R:1
C -0.7527 2.1494 0.9193 -0.19 -1.25 0.59 -0.77
S -1.8484 0.6371 0.7779 -0.15 0.80 0.39 -0.70
H -1.0358 2.8698 1.6886 -0.66 0.16 -0.24 0.28
H -0.7273 2.5904 -0.0769 0.54 0.25 0.27 0.19
H 0.1977 1.7874 1.3365 0.23 0.22 -0.83 0.18
N 0.1545 -1.6692 0.0897 0.30 0.61 0.70 -0.52
C 0.8298 -0.9539 -0.8569 -0.99 -0.73 -1.05 0.28
N 1.5187 -1.4686 -1.8176 0.90 0.83 0.55 -0.68
H -0.1657 -2.5565 -0.2558 -0.03 -0.17 0.25 0.20
H -0.5274 -1.0780 0.6304 0.20 -0.36 -0.51 0.11
H 0.5530 0.1073 -0.8716 0.34 -0.14 0.09 0.22
H 1.8036 -2.4152 -1.5635 -0.49 -0.22 -0.20 0.21
```
Forces are in eV/Å.

- Net charge: -1
- Lowest unoccupied orbital energy: 4.146 eV
- Kohn-Sham gap: 6.9283 eV
- Spin multiplicity: 1
- Calculated total energy: -588.11760 a.u.

=====

ΔE to the lowest compared entry with this formula, charge and spin in kcal/mol, matching the order above: 30.5; 25.4; 11.4